[1]
A structure of composition C41H41N5OPbS2Te, computed with ωB97M-V with the def2-TZVPD basis set.

Element x y z (Å)
Pb1 0.21 -2.29 -0.58
C1 1.21 -2.01 -5.63
N1 2.11 -2.42 -4.60
C2 3.20 -3.23 -4.77
C3 3.84 -3.31 -3.58
N2 3.13 -2.54 -2.67
C4 2.06 -2.02 -3.32
S1 0.86 -0.94 -2.73
C5 3.62 -2.23 -1.39
C6 4.98 -1.96 -1.25
C7 5.48 -1.67 0.01
C8 4.60 -1.69 1.09
C9 3.27 -1.95 0.85
N3 2.78 -2.21 -0.36
H1 1.38 -2.61 -6.52
H2 1.37 -0.96 -5.87
H3 0.18 -2.13 -5.30
H4 3.45 -3.67 -5.71
H5 4.71 -3.86 -3.29
H6 5.63 -1.97 -2.12
H7 6.52 -1.46 0.14
H8 4.95 -1.50 2.09
H9 2.55 -1.95 1.66
S2 -3.13 -5.47 -2.64
C10 -2.43 -3.95 -2.27
N4 -1.19 -3.95 -1.88
C11 -0.68 -5.23 -1.86
C12 0.62 -5.60 -1.52
C13 0.95 -6.93 -1.51
C14 0.01 -7.91 -1.84
C15 -1.27 -7.57 -2.22
C16 -1.61 -6.22 -2.23
H10 -3.01 -3.05 -2.36
H11 1.35 -4.83 -1.26
H12 1.95 -7.23 -1.24
H13 0.30 -8.95 -1.81
H14 -1.99 -8.32 -2.49
C17 -6.18 5.17 -0.06
C18 -4.97 4.32 -0.06
C19 -4.95 3.11 0.63
C20 -3.83 2.29 0.68
C21 -3.90 0.97 1.37
C22 -2.66 2.77 0.07
Te1 -0.73 1.90 0.14
N5 -0.72 -0.35 0.46
C23 -0.79 -0.15 1.73
O1 -0.82 1.13 2.07
C24 -0.84 -1.15 2.77
C25 -0.52 -0.78 4.08
C26 -0.54 -1.73 5.09
C27 -0.90 -3.04 4.80
C28 -1.25 -3.40 3.51
C29 -1.22 -2.47 2.50
C30 0.52 3.40 1.09
C31 1.83 3.42 0.62
C32 2.32 2.57 -0.52
C33 2.72 4.32 1.21
C34 2.31 5.14 2.25
C35 3.26 6.06 2.95
C36 0.99 5.08 2.68
C37 0.07 4.21 2.13
C38 -1.32 4.16 2.69
C39 -2.68 3.92 -0.76
C40 -1.50 4.28 -1.60
C41 -3.83 4.68 -0.79
H15 -6.91 4.81 0.66
H16 -6.64 5.18 -1.05
H17 -5.91 6.20 0.17
H18 -5.84 2.79 1.14
H19 -4.77 0.91 2.01
H20 -3.02 0.79 1.98
H21 -3.98 0.17 0.62
H22 -0.24 0.24 4.29
H23 -0.30 -1.45 6.10
H24 -0.93 -3.77 5.59
H25 -1.53 -4.42 3.29
H26 -1.55 -2.73 1.50
H27 1.60 1.77 -0.76
H28 3.27 2.12 -0.28
H29 2.46 3.19 -1.41
H30 3.73 4.37 0.84
H31 4.28 5.95 2.59
H32 3.24 5.85 4.02
H33 2.94 7.09 2.81
H34 0.67 5.73 3.49
H35 -1.53 5.07 3.25
H36 -1.42 3.31 3.37
H37 -2.06 4.06 1.90
H38 -1.58 3.80 -2.58
H39 -0.56 3.96 -1.13
H40 -1.45 5.36 -1.77
H41 -3.84 5.58 -1.39

Total charge ... +3
LUMO (spin up / spin down) ... -7.62 / -10.70 eV
<S²> ... 0.77
Maximum force ... 1.48 eV Å⁻¹
Spin multiplicity ... 2
HOMO energy (spin up / spin down) ... -0.573 / -0.573 hartree
Calculated total energy ... -3192.32730 a.u.

[2]
A structure of composition C41H41N7O4OsSSi, computed with ωB97M-V with the def2-TZVPD basis set.

Element x y z (Å)
Os1 0.72 0.99 0.21
O1 2.57 -2.63 1.52
S1 1.92 -1.42 1.90
O2 0.49 -1.43 2.13
N1 2.18 -0.28 0.74
C1 3.31 -0.32 -0.10
C2 4.42 -1.13 0.00
C3 5.48 -1.02 -0.93
C4 5.44 -0.12 -1.95
C5 4.30 0.69 -2.12
C6 4.15 1.60 -3.18
C7 2.99 2.32 -3.31
C8 1.98 2.14 -2.36
N2 2.09 1.31 -1.33
C9 3.24 0.58 -1.19
C10 2.65 -0.78 3.38
C11 4.03 -0.61 3.48
C12 4.56 -0.08 4.64
C13 3.74 0.24 5.71
C14 2.37 0.04 5.62
C15 1.82 -0.47 4.45
H1 4.48 -1.89 0.77
H2 6.34 -1.67 -0.80
H3 6.26 -0.04 -2.65
H4 4.95 1.72 -3.90
H5 2.84 3.02 -4.12
H6 1.04 2.67 -2.45
H7 4.68 -0.87 2.66
H8 5.63 0.06 4.72
H9 4.17 0.64 6.62
H10 1.73 0.26 6.46
H11 0.76 -0.66 4.37
C16 0.26 -3.73 -1.08
C17 -0.26 -3.11 -2.34
C18 -1.25 -3.93 -3.11
C19 0.76 -2.35 -3.15
Si1 -1.42 -1.36 -1.54
O3 -0.31 -0.53 -0.77
C20 -2.68 -2.13 -0.42
C21 -2.26 -2.67 0.80
C22 -3.17 -3.19 1.70
C23 -4.53 -3.17 1.39
C24 -4.97 -2.63 0.20
C25 -4.05 -2.11 -0.71
C26 -2.02 -0.59 -3.10
C27 -1.45 0.64 -3.47
C28 -1.89 1.32 -4.60
C29 -2.91 0.78 -5.37
C30 -3.48 -0.44 -5.03
C31 -3.04 -1.12 -3.91
H12 1.04 -4.44 -1.39
H13 -0.50 -4.29 -0.54
H14 0.74 -3.02 -0.41
H15 -0.71 -4.83 -3.45
H16 -1.62 -3.42 -4.00
H17 -2.08 -4.27 -2.50
H18 1.44 -3.11 -3.56
H19 1.35 -1.68 -2.54
H20 0.32 -1.82 -3.99
H21 -1.20 -2.70 1.04
H22 -2.83 -3.63 2.63
H23 -5.25 -3.59 2.09
H24 -6.02 -2.60 -0.03
H25 -4.41 -1.69 -1.63
H26 -0.64 1.04 -2.88
H27 -1.44 2.26 -4.88
H28 -3.26 1.31 -6.25
H29 -4.26 -0.86 -5.64
H30 -3.48 -2.07 -3.67
N3 -4.61 5.82 -2.00
C32 -3.80 5.10 -1.63
C33 -2.78 4.19 -1.19
C34 -1.46 4.62 -1.04
C35 -0.51 3.71 -0.63
N4 -0.81 2.42 -0.38
C36 -2.09 2.03 -0.48
C37 -3.10 2.87 -0.89
H31 -1.18 5.65 -1.23
H32 0.52 4.00 -0.48
H33 -2.30 0.99 -0.23
H34 -4.11 2.51 -0.98
C38 -1.56 1.82 5.37
N5 -0.70 1.92 4.21
C39 0.35 2.91 4.06
C40 0.86 2.61 2.67
O4 1.70 3.21 2.05
N6 0.15 1.52 2.18
C41 -0.77 1.19 3.10
N7 -1.67 0.22 2.89
H35 -1.00 2.13 6.25
H36 -1.86 0.78 5.53
H37 -2.45 2.45 5.28
H38 1.14 2.78 4.80
H39 -0.03 3.93 4.13
H40 -1.46 -0.47 2.18
H41 -2.31 -0.05 3.61

Total charge ... +2
LUMO (spin up / spin down) ... -5.53 / -7.48 eV
<S²> ... 6.02
Energy relative to the best compared isomer or geometry (same formula, charge and spin) ... 0.000 eV
Maximum force ... 0.44 eV Å⁻¹
Spin multiplicity ... 5
HOMO energy (spin up / spin down) ... -0.470 / -0.487 hartree
Calculated total energy ... -3049.15593 a.u.

[3]
A structure of composition C41H42As2BCaN8OP, computed with ωB97M-V with the def2-TZVPD basis set.

Element x y z (Å)
Ca1 -0.54 -0.75 1.10
C1 -1.29 3.74 1.51
C2 -0.44 2.67 1.74
N1 -0.88 1.57 1.12
N2 -2.04 1.92 0.49
C3 -2.30 3.22 0.71
B1 -2.76 0.85 -0.40
N3 -1.60 0.15 -1.13
C4 -0.83 1.01 -2.06
C5 -0.69 0.18 -3.35
C6 -1.45 -1.06 -2.97
N4 -1.96 -1.04 -1.81
N5 -3.51 -0.21 0.44
C7 -4.84 -0.38 0.56
C8 -5.07 -1.53 1.29
C9 -3.79 -2.02 1.57
N6 -2.86 -1.22 1.06
N7 -3.77 1.54 -1.32
C10 -4.05 1.27 -2.62
C11 -5.16 1.99 -2.98
C12 -5.51 2.68 -1.81
N8 -4.68 2.41 -0.82
H1 -1.20 4.75 1.86
H2 0.47 2.63 2.32
H3 -3.18 3.67 0.30
H4 -1.28 2.00 -2.14
H5 -1.03 0.63 -4.29
H6 -1.61 -1.92 -3.61
H7 -5.53 0.32 0.13
H8 -6.02 -1.96 1.56
H9 -3.51 -2.91 2.11
H10 -3.46 0.57 -3.18
H11 -5.64 2.01 -3.94
H12 -6.32 3.37 -1.66
O1 1.61 -1.35 0.23
C13 2.80 -1.37 0.12
C14 3.68 -1.08 -1.00
C15 5.01 -0.81 -0.67
C16 5.92 -0.50 -1.66
C17 5.51 -0.51 -2.98
C18 4.19 -0.81 -3.32
C19 3.24 -1.09 -2.35
P1 1.50 -1.53 -2.77
C20 1.70 -2.38 -4.37
C21 0.85 -2.15 -5.45
C22 0.93 -2.93 -6.60
C23 1.87 -3.94 -6.69
C24 2.72 -4.19 -5.62
C25 2.63 -3.42 -4.47
C26 0.87 0.17 -3.20
C27 1.60 0.87 -4.30
C28 2.12 2.09 -4.16
C29 2.00 2.85 -2.91
C30 1.36 2.36 -1.86
C31 0.71 1.02 -1.88
H13 5.31 -0.84 0.37
H14 6.95 -0.27 -1.41
H15 6.21 -0.28 -3.77
H16 3.91 -0.84 -4.36
H17 0.11 -1.37 -5.40
H18 0.26 -2.73 -7.42
H19 1.94 -4.54 -7.59
H20 3.45 -4.98 -5.68
H21 3.29 -3.63 -3.64
H22 1.71 0.35 -5.24
H23 2.64 2.55 -4.99
H24 2.45 3.84 -2.87
H25 1.26 2.93 -0.94
H26 0.99 0.47 -0.99
C32 2.66 -2.16 4.01
As1 1.60 -0.63 3.42
C33 3.04 0.66 3.14
C34 0.92 0.00 5.14
C35 1.81 0.29 6.17
C36 1.36 0.77 7.39
C37 0.00 0.97 7.59
C38 -0.89 0.68 6.58
C39 -0.45 0.19 5.35
As2 -1.74 -0.29 3.96
C40 -2.81 -1.57 4.97
C41 -2.96 1.22 3.96
H27 3.35 -1.86 4.80
H28 3.23 -2.54 3.16
H29 2.00 -2.94 4.38
H30 3.70 0.71 4.00
H31 2.62 1.65 2.95
H32 3.61 0.34 2.27
H33 2.87 0.14 6.03
H34 2.07 1.00 8.18
H35 -0.35 1.35 8.54
H36 -1.95 0.83 6.75
H37 -3.09 -1.15 5.94
H38 -2.25 -2.49 5.13
H39 -3.72 -1.79 4.40
H40 -3.37 1.42 4.96
H41 -3.79 0.97 3.29
H42 -2.46 2.10 3.58

Total charge ... +1
LUMO (spin up / spin down) ... -3.17 / -3.22 eV
<S²> ... 0.75
Energy relative to the best compared isomer or geometry (same formula, charge and spin) ... 0.310 eV
Maximum force ... 0.32 eV Å⁻¹
Spin multiplicity ... 2
HOMO energy (spin up / spin down) ... -0.380 / -0.383 hartree
Calculated total energy ... -7616.10611 a.u.

[4]
A structure of composition C41H42N2O4PPdS4, computed with ωB97M-V with the def2-TZVPD basis set.

Element x y z (Å)
Pd1 0.33 0.12 -2.06
C1 2.77 1.45 -3.21
N1 1.62 1.77 -2.36
C2 2.08 2.34 -1.09
C3 0.72 2.73 -3.04
C4 0.03 2.00 -4.15
C5 -0.20 2.52 -5.41
C6 -0.80 1.72 -6.39
C7 -1.12 0.41 -6.09
C8 -0.87 -0.11 -4.82
C9 -0.30 0.68 -3.83
H1 3.34 2.36 -3.41
H2 2.43 1.01 -4.14
H3 3.40 0.72 -2.69
H4 2.65 3.26 -1.27
H5 2.73 1.62 -0.59
H6 1.22 2.54 -0.45
H7 1.28 3.61 -3.38
H8 -0.01 3.05 -2.29
H9 0.09 3.54 -5.64
H10 -0.98 2.12 -7.38
H11 -1.55 -0.23 -6.85
H12 -1.07 -1.16 -4.64
N2 -1.22 -1.24 -1.99
C10 -1.93 -1.42 -0.75
C11 -1.26 -1.77 0.41
C12 -1.97 -1.86 1.60
C13 -3.33 -1.58 1.64
C14 -4.00 -1.28 0.47
C15 -3.30 -1.20 -0.73
S1 -4.17 -1.50 3.23
O1 -3.39 -0.49 3.95
O2 -5.52 -1.08 2.89
O3 -4.06 -2.84 3.78
H13 -1.89 -0.99 -2.71
H14 -0.74 -2.11 -2.28
H15 -0.19 -1.93 0.39
H16 -1.45 -2.12 2.52
H17 -5.06 -1.08 0.52
H18 -3.82 -0.94 -1.64
O4 -0.63 1.45 0.11
S2 -1.72 1.39 1.15
C16 -0.95 1.45 2.78
C17 0.09 2.51 2.95
C18 -0.14 3.60 3.79
C19 0.82 4.60 3.92
C20 2.01 4.52 3.22
C21 2.25 3.43 2.39
C22 1.30 2.43 2.26
C23 -2.45 3.05 1.11
C24 -3.49 3.26 2.18
C25 -3.42 4.40 2.98
C26 -4.33 4.60 4.00
C27 -5.31 3.65 4.25
C28 -5.38 2.51 3.47
C29 -4.48 2.32 2.43
H19 -0.55 0.44 2.91
H20 -1.79 1.53 3.48
H21 -1.07 3.66 4.34
H22 0.63 5.44 4.58
H23 2.76 5.30 3.32
H24 3.19 3.34 1.86
H25 1.49 1.56 1.64
H26 -2.87 3.10 0.10
H27 -1.64 3.78 1.18
H28 -2.63 5.13 2.80
H29 -4.26 5.49 4.62
H30 -6.01 3.79 5.07
H31 -6.11 1.74 3.68
H32 -4.53 1.41 1.85
S3 0.92 -3.78 -2.81
P1 2.13 -3.16 -1.37
S4 2.30 -1.18 -0.97
C30 3.81 -3.77 -1.74
C31 4.07 -5.13 -1.62
C32 5.32 -5.64 -1.96
C33 6.31 -4.78 -2.42
C34 6.06 -3.43 -2.54
C35 4.81 -2.92 -2.20
C36 1.75 -4.00 0.21
C37 2.58 -3.78 1.31
C38 2.29 -4.37 2.53
C39 1.16 -5.17 2.66
C40 0.33 -5.39 1.57
C41 0.63 -4.81 0.35
H33 3.29 -5.80 -1.27
H34 5.51 -6.70 -1.86
H35 7.29 -5.18 -2.68
H36 6.83 -2.76 -2.90
H37 4.60 -1.86 -2.28
H38 3.44 -3.13 1.21
H39 2.93 -4.19 3.38
H40 0.92 -5.62 3.62
H41 -0.56 -5.99 1.68
H42 -0.01 -4.96 -0.51

Total charge ... -1
LUMO ... 2.20 eV
Energy relative to the best compared isomer or geometry (same formula, charge and spin) ... 0.000 eV
Maximum force ... 0.57 eV Å⁻¹
HOMO energy ... -0.206 hartree
Calculated total energy ... -4060.19487 a.u.

[5]
A structure of composition C41H42N4S3Se2Zr, computed with ωB97M-V with the def2-TZVPD basis set.

Element x y z (Å)
Zr1 -0.18 2.43 0.89
C1 -2.37 6.24 0.71
Se1 -2.13 4.41 0.10
C2 -1.25 4.84 -1.60
C3 0.08 5.54 -1.42
Se2 1.36 4.39 -0.48
C4 2.78 5.72 -0.32
H1 -2.81 6.79 -0.11
H2 -1.44 6.67 1.04
H3 -3.07 6.20 1.55
H4 -1.94 5.47 -2.16
H5 -1.14 3.89 -2.11
H6 -0.02 6.47 -0.86
H7 0.51 5.77 -2.39
H8 2.49 6.49 0.38
H9 2.94 6.12 -1.32
H10 3.67 5.20 0.02
N1 1.78 1.74 0.94
S1 2.02 0.29 1.12
N2 0.65 -0.63 1.01
S2 0.08 -1.57 -0.09
N3 -0.67 -0.90 -1.28
S3 -1.77 0.31 -1.07
N4 -1.25 1.65 -0.73
C5 -2.53 0.30 -2.66
C6 -3.31 1.41 -2.94
C7 -3.92 1.50 -4.18
C8 -3.73 0.49 -5.12
C9 -2.95 -0.62 -4.82
C10 -2.34 -0.72 -3.58
C11 -3.05 -0.34 0.00
C12 -3.07 0.02 1.34
C13 -4.08 -0.49 2.14
C14 -5.04 -1.33 1.61
C15 -5.01 -1.68 0.26
C16 -4.01 -1.18 -0.55
C17 -0.91 -2.73 0.81
C18 -0.89 -2.75 2.20
C19 -1.58 -3.77 2.84
C20 -2.27 -4.72 2.11
C21 -2.27 -4.68 0.71
C22 -1.59 -3.67 0.05
C23 1.20 -2.68 -0.89
C24 1.81 -3.64 -0.08
C25 2.61 -4.59 -0.67
C26 2.78 -4.60 -2.06
C27 2.15 -3.64 -2.84
C28 1.35 -2.67 -2.26
C29 2.59 -0.15 2.73
C30 2.71 -1.48 3.13
C31 3.20 -1.74 4.39
C32 3.54 -0.69 5.24
C33 3.38 0.63 4.83
C34 2.91 0.91 3.56
C35 3.22 -0.25 -0.07
C36 4.28 -1.09 0.25
C37 5.24 -1.34 -0.72
C38 5.14 -0.74 -1.97
C39 4.08 0.11 -2.26
C40 3.11 0.37 -1.31
H11 -3.43 2.19 -2.20
H12 -4.54 2.35 -4.42
H13 -4.20 0.57 -6.09
H14 -2.81 -1.40 -5.56
H15 -1.72 -1.57 -3.33
H16 -2.34 0.69 1.76
H17 -4.12 -0.21 3.19
H18 -5.83 -1.72 2.24
H19 -5.76 -2.33 -0.15
H20 -3.98 -1.43 -1.61
H21 -0.35 -1.99 2.75
H22 -1.58 -3.81 3.92
H23 -2.80 -5.51 2.62
H24 -2.80 -5.43 0.14
H25 -1.57 -3.63 -1.03
H26 1.64 -3.65 0.99
H27 3.09 -5.35 -0.07
H28 3.40 -5.35 -2.52
H29 2.28 -3.65 -3.92
H30 0.85 -1.92 -2.86
H31 2.42 -2.29 2.47
H32 3.31 -2.76 4.73
H33 3.92 -0.90 6.23
H34 3.64 1.44 5.50
H35 2.77 1.93 3.22
H36 4.37 -1.53 1.24
H37 6.08 -1.98 -0.49
H38 5.90 -0.93 -2.71
H39 4.02 0.59 -3.23
H40 2.30 1.06 -1.50
C41 -0.90 2.46 2.82
H41 -1.92 2.73 3.11
H42 -0.37 2.06 3.69

Total charge ... +2
LUMO ... -4.92 eV
Energy relative to the best compared isomer or geometry (same formula, charge and spin) ... 0.109 eV
Maximum force ... 2.37 eV Å⁻¹
HOMO energy ... -0.410 hartree
Calculated total energy ... -7850.30383 a.u.